one.
{
  "formula": "C2H4NO",
  "method": "wB97M-V/def2-TZVPD",
  "charge": 1,
  "e_lumo_ev": -7.9352,
  "spin_multiplicity": 1,
  "homo_lumo_gap_ev": 9.42,
  "smiles": "CC=[N+]=O",
  "elements": ["O", "H", "C", "H", "H", "C", "N", "H"],
  "positions_angstrom": [[0.752, -3.067, -1.367], [1.214, -0.302, 0.726], [0.369, 0.057, 0.143], [-0.468, 0.275, 0.810], [0.631, 0.991, -0.361], [-0.083, -0.929, -0.889], [0.324, -2.040, -1.137], [-1.028, -0.450, -1.457]]
}

---

two.
{
  "formula": "C2H4NO",
  "method": "wB97M-V/def2-TZVPD",
  "charge": 1,
  "e_lumo_ev": -5.3531,
  "spin_multiplicity": 1,
  "homo_lumo_gap_ev": 11.84,
  "smiles": "C=[N+]1CO1",
  "elements": ["O", "N", "C", "H", "C", "H", "H", "H"],
  "positions_angstrom": [[1.001, 1.106, 0.016], [-0.030, 0.265, -0.001], [1.459, -0.210, -0.018], [1.722, -0.503, 0.986], [-1.289, 0.534, 0.010], [1.860, -0.641, -1.064], [-1.950, -0.326, -0.019], [-1.425, 1.535, -0.127]]
}

---

Stability ranking, top and bottom: one is the most stable and two is the least stable.

---

one.
{
  "formula": "C7H13N2",
  "method": "wB97M-V/def2-TZVPD",
  "charge": 1,
  "e_lumo_ev": -5.8542,
  "spin_multiplicity": 1,
  "homo_lumo_gap_ev": 9.45,
  "smiles": "CC(C)(C)[C@H]1N=CC=[NH+]1",
  "elements": ["C", "H", "N", "H", "C", "N", "H", "H", "H", "H", "H", "H", "C", "C", "H", "H", "C", "H", "H", "H", "C", "C"],
  "positions_angstrom": [[-0.466, -1.630, -1.982], [-0.561, 0.536, 2.404], [-1.608, -0.906, -0.246], [1.970, 0.876, -1.045], [-0.632, 0.037, -0.616], [0.039, -0.450, -1.707], [1.981, -0.016, 1.580], [-1.193, 1.900, 1.357], [1.773, 2.286, 0.136], [0.855, -1.347, 1.741], [-1.315, 1.040, -0.897], [-0.178, -2.236, -2.806], [1.286, -0.546, 0.977], [-1.545, -1.937, -1.064], [-2.077, -2.790, -0.850], [0.428, 1.799, 2.123], [-0.291, 1.218, 1.577], [0.579, 1.989, -1.255], [-2.338, -0.795, 0.534], [1.658, -1.020, 0.132], [1.265, 1.461, -0.500], [0.369, 0.530, 0.406]]
}

---

two.
{
  "formula": "C7H13N2",
  "method": "wB97M-V/def2-TZVPD",
  "charge": 1,
  "e_lumo_ev": -3.3666,
  "spin_multiplicity": 1,
  "homo_lumo_gap_ev": 8.89,
  "elements": ["H", "H", "H", "H", "H", "H", "H", "N", "C", "C", "H", "C", "C", "C", "H", "C", "N", "H", "H", "H", "H", "C"],
  "positions_angstrom": [[2.502, -0.859, -1.208], [-2.345, -0.458, -0.111], [-0.954, -0.971, 1.834], [-0.457, 0.523, -2.214], [-0.455, -2.500, 1.386], [-2.215, 1.638, 0.849], [2.152, 1.867, 0.760], [-0.976, -1.729, 1.228], [-0.573, -1.134, 0.061], [-1.244, 1.183, 0.662], [2.758, -1.599, 0.621], [-1.405, 0.358, -1.668], [-0.063, 1.698, 0.950], [1.507, 0.008, 0.295], [-0.311, -1.856, -0.665], [1.287, 1.261, 0.646], [-1.451, -0.035, -0.251], [3.565, -0.084, -0.077], [-1.814, -0.383, -2.446], [-0.111, 2.619, 1.367], [-2.107, 1.238, -1.904], [2.711, -0.785, -0.118]]
}

---

three.
{
  "formula": "C7H13N2",
  "method": "wB97M-V/def2-TZVPD",
  "charge": 1,
  "e_lumo_ev": -3.1681,
  "spin_multiplicity": 1,
  "homo_lumo_gap_ev": 8.68,
  "elements": ["C", "H", "H", "N", "C", "H", "H", "H", "C", "H", "C", "H", "H", "N", "H", "H", "C", "H", "C", "H", "H", "C"],
  "positions_angstrom": [[-0.343, -0.380, 0.261], [-2.721, 0.209, -0.917], [1.551, -1.297, -2.415], [-0.456, 0.475, -0.963], [1.641, -1.953, -1.524], [-0.585, 0.675, 3.140], [-1.934, 1.211, -2.209], [2.213, -2.746, -1.830], [0.353, 1.620, -0.618], [0.978, 2.164, 1.491], [-1.872, 0.824, -1.220], [0.790, 2.265, -1.283], [0.020, 0.051, -1.693], [0.011, 0.500, 1.256], [1.244, -2.514, 0.597], [1.234, 0.494, 3.099], [0.556, 1.595, 0.721], [0.324, -1.000, 2.662], [1.257, -1.874, -0.280], [-1.207, -1.102, 0.319], [-2.144, 1.675, -0.653], [0.273, 0.128, 2.687]]
}

---

Stability ranking, top and bottom: one is the most stable and three is the least stable.

---

one.
{
  "formula": "C8H22KN2O6S",
  "method": "wB97M-V/def2-TZVPD",
  "charge": -1,
  "e_lumo_ev": 1.9865,
  "spin_multiplicity": 1,
  "homo_lumo_gap_ev": 4.72,
  "elements": ["C", "H", "H", "O", "H", "C", "H", "N", "H", "C", "C", "H", "H", "H", "O", "O", "H", "H", "S", "H", "O", "H", "O", "H", "H", "K", "H", "C", "H", "H", "N", "C", "C", "H", "C", "H", "H", "H", "O", "H"],
  "positions_angstrom": [[16.764, -0.284, -8.548], [17.323, -5.880, -8.521], [17.704, -3.811, -7.168], [15.746, -3.236, -6.673], [16.833, -1.589, -5.788], [16.308, -5.491, -8.596], [16.532, -0.447, -4.085], [16.831, -3.683, -10.079], [17.837, -3.753, -10.139], [16.493, 0.603, -7.260], [16.233, -3.962, -8.809], [17.301, -2.232, -7.762], [15.384, 0.820, -4.782], [15.893, -5.954, -9.492], [13.965, -3.489, -11.201], [15.770, -5.010, -10.908], [16.454, -2.933, -4.713], [17.028, 1.040, -4.487], [15.105, -4.089, -11.807], [16.509, -4.197, -10.886], [14.855, -4.823, -13.011], [15.190, -1.810, -5.335], [16.681, -0.302, -6.155], [17.143, 1.468, -7.133], [15.180, -3.737, -8.982], [15.549, -2.096, -10.482], [17.248, 0.331, -10.599], [16.887, -3.225, -7.589], [15.735, -5.841, -7.737], [15.868, 1.124, -9.959], [15.599, -1.125, -8.876], [16.865, 0.780, -9.683], [16.333, 0.289, -4.863], [14.822, -0.492, -8.747], [16.098, -2.364, -5.572], [15.475, -1.786, -8.123], [17.589, 1.583, -9.543], [17.663, -0.880, -8.392], [16.117, -3.066, -12.106], [15.504, 1.061, -7.232]]
}

---

two.
{
  "formula": "C8H22KN2O6S",
  "method": "wB97M-V/def2-TZVPD",
  "charge": -1,
  "e_lumo_ev": 2.0921,
  "spin_multiplicity": 1,
  "homo_lumo_gap_ev": 6.29,
  "elements": ["H", "H", "O", "H", "H", "H", "H", "H", "H", "H", "O", "H", "H", "H", "C", "K", "H", "O", "N", "H", "O", "H", "C", "S", "H", "C", "O", "C", "C", "C", "C", "H", "H", "H", "H", "H", "O", "N", "C", "H"],
  "positions_angstrom": [[-4.837, -1.580, 1.054], [1.332, -1.294, 0.250], [-1.125, 3.621, -2.028], [-1.866, -1.996, -0.916], [1.855, 0.501, -0.889], [-3.699, -2.914, 0.882], [-3.004, -0.376, -2.204], [3.275, -2.771, -0.478], [0.069, 1.776, 2.162], [0.098, 0.281, 1.265], [-0.278, 2.851, 0.151], [-1.013, -1.592, 0.626], [-4.333, -2.011, -0.549], [-3.265, 1.087, -1.153], [2.427, -0.507, 1.889], [2.215, 2.932, 0.737], [3.492, -0.487, 2.212], [1.078, 2.713, -1.824], [2.684, 0.113, -0.453], [0.159, 0.200, 3.102], [0.679, 4.898, -0.861], [-0.435, -0.615, -2.470], [0.387, 0.770, 2.195], [0.093, 3.577, -1.171], [4.369, -1.754, 0.484], [-1.794, -1.220, -0.105], [-2.958, -1.040, 0.634], [3.346, -2.110, 0.391], [2.336, -0.961, 0.483], [-2.571, 0.517, -1.743], [-1.415, 0.069, -0.832], [-2.237, 1.212, -2.526], [3.259, -2.820, 1.229], [-1.285, 0.905, -0.096], [1.884, -1.283, 2.458], [0.112, 0.827, -1.784], [1.882, 0.768, 2.131], [-0.228, -0.128, -1.566], [-3.997, -1.936, 0.455], [3.309, -0.224, -1.143]]
}

---

Stability ranking, top and bottom: two is the most stable and one is the least stable.

---

one.
{
  "formula": "C2H8NO2P",
  "method": "wB97M-V/def2-TZVPD",
  "charge": 0,
  "e_lumo_ev": 0.9665,
  "spin_multiplicity": 1,
  "homo_lumo_gap_ev": 9.91,
  "smiles": "COPOCN",
  "elements": ["C", "O", "H", "H", "N", "H", "H", "H", "C", "H", "H", "H", "O", "P"],
  "positions_angstrom": [[-0.045, -1.425, 1.669], [0.736, 0.161, -1.601], [0.566, -2.096, -1.780], [-1.073, -1.812, 1.623], [-0.564, 1.744, 0.013], [1.227, 1.974, -1.046], [-0.128, -0.380, 2.040], [-1.582, 1.857, -0.074], [0.256, 1.517, -1.268], [-0.213, 2.075, -2.041], [-0.243, 0.954, 0.576], [0.634, -1.850, 2.543], [0.572, -1.550, 0.389], [-0.143, -1.168, -1.042]]
}

---

two.
{
  "formula": "C2H8NO2P",
  "method": "wB97M-V/def2-TZVPD",
  "charge": 0,
  "e_lumo_ev": 0.4079,
  "spin_multiplicity": 1,
  "homo_lumo_gap_ev": 9.78,
  "elements": ["C", "H", "C", "O", "H", "H", "H", "H", "O", "P", "H", "H", "H", "N"],
  "positions_angstrom": [[-1.359, -0.809, 1.461], [-1.789, -0.241, 2.126], [1.872, -0.584, -0.099], [-1.087, 0.197, -1.145], [1.996, -1.518, 0.284], [-1.984, -1.535, 0.851], [-0.604, -1.410, 1.877], [-0.669, 2.108, -1.873], [-0.344, 1.683, 1.004], [-0.399, 0.330, 0.412], [2.585, 0.167, 0.216], [0.503, 1.050, -1.898], [1.720, -0.517, -1.166], [-0.443, 1.079, -2.051]]
}

---

three.
{
  "formula": "C2H8NO2P",
  "method": "wB97M-V/def2-TZVPD",
  "charge": 0,
  "e_lumo_ev": 0.6785,
  "spin_multiplicity": 1,
  "homo_lumo_gap_ev": 10.47,
  "smiles": "CP(C)(=O)NO",
  "elements": ["H", "H", "H", "O", "C", "N", "H", "H", "H", "H", "C", "O", "H", "P"],
  "positions_angstrom": [[-0.446, 0.293, 2.481], [-1.605, -0.673, 1.525], [-1.008, 1.202, 1.127], [1.164, -1.675, 0.552], [-0.848, 0.140, 1.400], [1.342, 0.697, -0.288], [-0.550, -2.162, -1.564], [-1.786, -0.823, -1.164], [-0.459, -0.422, -2.184], [1.973, 0.592, 0.766], [-0.705, -1.094, -1.364], [0.973, 2.040, -0.442], [1.663, 2.469, -0.968], [0.293, -0.585, 0.122]]
}

---

Stability ranking, top and bottom: one is the most stable and two is the least stable.

---

one.
{
  "formula": "C5H8ClNS",
  "method": "wB97M-V/def2-TZVPD",
  "charge": 0,
  "e_lumo_ev": -0.2638,
  "spin_multiplicity": 1,
  "homo_lumo_gap_ev": 8.58,
  "smiles": "S=CCN1CC(Cl)C1",
  "elements": ["H", "C", "H", "C", "H", "C", "Cl", "H", "C", "S", "N", "H", "C", "H", "H", "H"],
  "positions_angstrom": [[-0.660, -1.786, -0.623], [2.338, -0.229, -0.684], [0.114, -1.513, 0.939], [-1.216, 0.991, -0.126], [-1.072, 1.873, 0.566], [1.271, 0.565, 0.095], [-3.250, -0.936, -0.309], [-2.046, -0.201, 1.602], [-1.817, -0.227, 0.543], [3.637, -0.878, 0.018], [-0.006, 0.210, -0.505], [1.362, 0.364, 1.177], [-0.493, -1.025, 0.151], [-1.792, 1.499, -0.908], [2.103, -0.357, -1.787], [1.525, 1.649, -0.149]]
}

---

two.
{
  "formula": "C5H8ClNS",
  "method": "wB97M-V/def2-TZVPD",
  "charge": 0,
  "e_lumo_ev": -0.1589,
  "spin_multiplicity": 1,
  "homo_lumo_gap_ev": 8.29,
  "smiles": "CC(=S)/C=C(\\N)CCl",
  "elements": ["H", "H", "C", "H", "Cl", "H", "C", "C", "C", "H", "C", "H", "S", "H", "N", "H"],
  "positions_angstrom": [[2.398, 1.443, -1.126], [3.552, 0.387, -0.748], [-2.222, 0.484, 0.419], [-0.041, 1.508, 0.108], [-3.656, -0.506, -0.281], [-2.293, 0.708, 1.429], [2.660, 0.796, -0.272], [1.415, -0.085, 0.008], [0.118, 0.496, 0.032], [-2.295, 1.400, -0.297], [-0.966, -0.377, 0.080], [-2.020, -2.287, 0.012], [1.683, -1.734, 0.016], [-0.192, -2.057, 0.191], [-1.216, -1.728, -0.049], [3.077, 1.552, 0.479]]
}

---

Stability ranking, top and bottom: two is the most stable and one is the least stable.

---

one.
{
  "formula": "C4H4ClF",
  "method": "wB97M-V/def2-TZVPD",
  "charge": 0,
  "e_lumo_ev": 0.6996,
  "spin_multiplicity": 1,
  "homo_lumo_gap_ev": 9.91,
  "smiles": "C=C/C(Cl)=C\\F",
  "elements": ["H", "H", "C", "F", "H", "C", "C", "Cl", "C", "H"],
  "positions_angstrom": [[-1.975, -0.184, -0.074], [0.703, -1.361, 1.263], [0.887, 0.436, 0.011], [-0.587, 0.738, -1.653], [-1.715, -1.838, 0.833], [0.537, 1.118, -1.047], [0.045, -0.699, 0.650], [2.343, 0.713, 0.945], [-1.285, -0.933, 0.409], [1.047, 2.010, -1.337]]
}

---

two.
{
  "formula": "C4H4ClF",
  "method": "wB97M-V/def2-TZVPD",
  "charge": 0,
  "e_lumo_ev": 0.3950,
  "spin_multiplicity": 1,
  "homo_lumo_gap_ev": 8.99,
  "smiles": "F/C=C/C=C\\Cl",
  "elements": ["C", "F", "C", "H", "Cl", "H", "H", "C", "C", "H"],
  "positions_angstrom": [[1.765, -0.134, -0.196], [2.873, -0.903, -0.203], [-1.814, 0.505, -0.074], [-0.131, 1.329, -0.020], [-2.793, -0.946, -0.175], [2.004, 0.957, -0.536], [-2.389, 1.470, 0.086], [0.580, -0.703, 0.297], [-0.460, 0.295, 0.104], [0.366, -1.869, 0.717]]
}

---

Stability ranking, top and bottom: one is the most stable and two is the least stable.

---

one.
{
  "formula": "C4H5FO",
  "method": "wB97M-V/def2-TZVPD",
  "charge": 0,
  "e_lumo_ev": [0.3215, -0.2326],
  "spin_multiplicity": 1,
  "homo_lumo_gap_ev": [9.76, 6.84],
  "elements": ["C", "O", "H", "C", "H", "H", "H", "C", "H", "C", "F"],
  "positions_angstrom": [[-0.956, -0.172, 1.262], [-2.821, 0.638, -0.209], [-0.562, -1.095, 1.422], [-1.955, 0.142, 0.397], [0.833, -0.580, -3.158], [1.912, -1.646, -2.074], [0.777, 0.585, 2.468], [-0.081, 0.811, 1.869], [-0.479, 1.824, 1.991], [1.280, -0.795, -2.225], [2.053, 0.287, -1.743]]
}

---

two.
{
  "formula": "C4H5FO",
  "method": "wB97M-V/def2-TZVPD",
  "charge": 0,
  "e_lumo_ev": 0.8252,
  "spin_multiplicity": 1,
  "homo_lumo_gap_ev": 10.53,
  "smiles": "O[C@@H]1C=C(F)C1",
  "elements": ["H", "O", "C", "F", "H", "H", "H", "H", "C", "C", "C"],
  "positions_angstrom": [[-0.006, 1.746, -0.577], [-1.553, -1.169, -0.142], [-0.416, -0.536, -0.564], [2.048, 0.863, 1.414], [1.511, -1.737, 0.211], [-0.842, 1.184, 0.847], [-2.132, -0.507, -0.493], [-0.432, -0.321, -1.618], [1.062, 0.356, 0.610], [0.879, -0.892, 0.173], [-0.121, 1.013, 0.140]]
}

---

three.
{
  "formula": "C4H5FO",
  "method": "wB97M-V/def2-TZVPD",
  "charge": 0,
  "e_lumo_ev": 0.7945,
  "spin_multiplicity": 1,
  "homo_lumo_gap_ev": 11.02,
  "smiles": "C#C[C@H](F)CO",
  "elements": ["C", "C", "C", "H", "H", "H", "H", "C", "H", "F", "O"],
  "positions_angstrom": [[-0.939, -0.149, 0.561], [0.515, -0.672, 0.351], [1.207, 0.308, -0.540], [-0.810, 0.868, 0.990], [-1.530, -0.842, 1.196], [-2.541, -0.043, -0.407], [0.888, -0.550, 1.370], [1.792, 1.167, -1.152], [2.472, 1.880, -1.556], [0.558, -1.970, -0.108], [-1.612, 0.004, -0.705]]
}

---

four.
{
  "formula": "C4H5FO",
  "method": "wB97M-V/def2-TZVPD",
  "charge": 0,
  "e_lumo_ev": [-0.2319, -0.5596],
  "spin_multiplicity": 1,
  "homo_lumo_gap_ev": [8.35, 8.08],
  "elements": ["H", "H", "O", "C", "H", "C", "C", "C", "F", "H", "H"],
  "positions_angstrom": [[-0.512, -2.369, -0.920], [-1.507, -1.298, 0.335], [-1.424, 0.672, -1.569], [1.037, 0.958, 1.037], [1.376, 0.103, 1.697], [0.352, 0.634, -0.022], [-0.361, 1.108, -1.160], [-0.523, -1.689, 0.003], [0.347, -2.149, 0.864], [1.127, 2.028, 1.271], [0.088, 2.001, -1.536]]
}

---

Stability ranking, top and bottom: two is the most stable and one is the least stable.

---

one.
{
  "formula": "C4H5FO",
  "method": "wB97M-V/def2-TZVPD",
  "charge": 0,
  "e_lumo_ev": 0.6897,
  "spin_multiplicity": 1,
  "homo_lumo_gap_ev": 10.81,
  "smiles": "OCC#CCF",
  "elements": ["C", "H", "C", "H", "C", "H", "C", "H", "O", "H", "F"],
  "positions_angstrom": [[-0.334, 0.021, 0.156], [-2.119, -2.530, -0.490], [-1.510, -0.868, 0.309], [-1.359, -1.515, 1.210], [0.622, 0.606, -0.159], [2.311, 1.077, -1.143], [1.917, 1.348, -0.136], [2.707, 0.957, 0.538], [-1.836, -1.639, -0.826], [-2.296, -0.139, 0.490], [1.897, 2.681, 0.049]]
}

---

two.
{
  "formula": "C4H5FO",
  "method": "wB97M-V/def2-TZVPD",
  "charge": 0,
  "e_lumo_ev": 0.8898,
  "spin_multiplicity": 1,
  "homo_lumo_gap_ev": 10.80,
  "smiles": "C=C(F)CC=O",
  "elements": ["H", "C", "H", "H", "O", "H", "C", "H", "C", "C", "F"],
  "positions_angstrom": [[2.711, 0.595, -0.260], [-0.579, -0.530, -0.174], [-0.497, -1.440, 0.344], [-0.753, -0.586, -1.275], [-2.781, 0.378, -0.265], [-1.698, 0.787, 1.312], [0.705, 0.263, -0.056], [2.207, -1.194, 0.220], [1.947, -0.162, -0.015], [-1.732, 0.271, 0.298], [0.470, 1.618, -0.129]]
}

---

Stability ranking, top and bottom: two is the most stable and one is the least stable.